[1]
The following is a quantum chemistry calculation of one molecule with the formula C3H6N2S in a non-equilibrium geometry, from OMol25.

Output
ΔE to the lowest compared entry with this formula, charge and spin	4.551	eV

Atoms and positions in Å:
C -0.7350 0.0122 -0.5735
C 0.6367 -0.4437 -1.1153
C -0.4882 0.2980 0.8847
N 0.9524 0.1691 0.9557
N 1.6811 -0.2090 -0.0588
S -1.5983 1.8248 1.6421
H -1.1814 0.8544 -1.0411
H -1.2984 -0.9169 -0.8621
H 0.5382 -1.5397 -1.1544
H 0.8802 0.0640 -2.0433
H -0.9672 -0.3858 1.6620
H 1.5797 0.2724 1.7040

Forces on atoms 1 to 2 (eV/Å):
C 0.301 -2.096 -0.609
C 0.061 0.133 0.495



[2]
The following is a quantum chemistry calculation of an isolated ion of composition C5H11N2O and charge -1 in a non-equilibrium geometry, from OMol25.

Output
ΔE to the lowest compared entry with this formula, charge and spin	1.363	eV
charge	-1

Atoms and positions in Å:
C -1.7255 0.8844 -0.1988
O -1.9387 -0.0995 -1.0348
C -0.4786 0.6040 0.7469
C 0.3147 -0.7238 0.5674
C 1.1504 -0.7600 -0.6959
C 2.4225 -0.3173 -0.9100
N 0.4042 -1.3939 -1.7157
N -0.7888 0.6456 2.2406
H -2.6240 1.0562 0.3661
H -1.5359 1.7199 -0.9112
H 0.2847 1.2740 0.3779
H 0.9216 -1.0015 1.4605
H -0.4597 -1.5680 0.3992
H 2.8536 -0.2221 -1.8582
H 2.9991 0.0798 -0.0736
H -1.1622 -0.5280 -1.4479
H 0.9628 -1.8925 -2.3733
H -0.0202 1.0925 2.7433
H -1.5798 1.1503 2.3175

Forces on atoms 1 to 2 (eV/Å):
C 2.481 1.386 0.759
O -2.611 -3.731 -2.113



[3]
The following is a quantum chemistry calculation of one molecule with the formula C4H5ClO in a non-equilibrium geometry, from OMol25.

Output
ΔE to the lowest compared entry with this formula, charge and spin	3.108	eV

Atoms and positions in Å:
C -1.7686 1.3121 -0.1923
C 0.5295 -0.1296 0.6975
C -0.1350 -0.7144 -0.4517
C -1.5542 -0.1216 -0.3341
O -2.7867 1.7646 0.3372
Cl -2.7573 -1.1537 0.0875
H -0.8520 1.7934 -0.3207
H 0.1630 -0.4887 1.6763
H 0.9301 0.9168 0.5644
H 0.5040 -0.4743 -1.3670
H -0.1347 -1.8514 -0.3245

Forces on atoms 1 to 2 (eV/Å):
C -1.985 -2.102 2.099
C -0.524 1.656 1.341



[4]
The following is a quantum chemistry calculation of a 2-piece molecular cluster, C2H3ClSi overall in a non-equilibrium geometry, from OMol25.

Output
ΔE to the lowest compared entry with this formula, charge and spin	0.088	eV
<S²>	2.00
multiplicity	3

Atoms and positions in Å:
C -1.7883 0.6339 0.8893
C -0.7525 0.2374 0.3854
Si 0.8732 -0.2344 -0.2548
Cl 1.5529 1.4494 -1.3511
H -2.7297 0.9325 1.2382
H 0.8480 -2.3448 -1.5223
H 1.9965 -0.6740 0.6153

Forces on atoms 1 to 2 (eV/Å):
C 1.384 -0.797 -1.011
C -0.361 0.499 1.234



[5]
The following is a quantum chemistry calculation of C10H18BrN2 as an isolated structure in a non-equilibrium geometry, from OMol25.

Output
ΔE to the lowest compared entry with this formula, charge and spin	0.239	eV
charge	+1

Atoms and positions in Å:
C -1.3580 1.6575 2.4224
C -1.4710 0.4129 3.1450
C -0.7060 1.7366 1.2383
C -1.2610 -0.7497 2.5593
C 0.1972 0.6528 0.7092
C 1.5255 0.5602 1.4994
C -1.5680 -1.5076 0.3546
C 0.6579 -0.6462 -2.6937
C 1.3569 -0.2817 -1.3083
C 1.1683 0.1946 -3.9240
N 0.4366 0.5248 -0.6024
N -0.5990 -0.9364 1.3001
Br 0.0072 0.0530 -5.5263
H -1.8124 2.6161 2.8528
H -2.1482 0.4305 3.9981
H -0.4576 2.6875 0.9071
H -1.3909 -1.6388 3.1670
H 2.0360 1.5740 1.6111
H 2.1779 -0.1759 0.8923
H 1.4482 0.1637 2.4661
H -1.9294 -2.4734 0.6577
H -2.3841 -0.8818 0.2805
H -1.0266 -1.6277 -0.6459
H 0.6945 -1.7743 -2.9944
H -0.4812 -0.5095 -2.5674
H 2.2507 0.2678 -1.4293
H 1.4911 -1.2513 -0.7566
H 2.1976 0.1299 -4.1036
H 1.0178 1.2755 -3.6466
H -0.3052 0.9683 -1.2281
H 0.2354 -1.4515 1.3654

Forces on atoms 1 to 2 (eV/Å):
C 0.315 1.745 -0.844
C -2.103 0.569 -0.551



[6]
The following is a quantum chemistry calculation of C3H7Br2NO as an isolated structure in a non-equilibrium geometry, from OMol25.

Output
ΔE to the lowest compared entry with this formula, charge and spin	4.799	eV

Atoms and positions in Å:
C -0.5977 -1.7821 0.5685
C 0.0030 0.6175 0.9517
C -0.1601 -0.4495 0.2975
N 2.9583 -0.2621 0.6890
O 0.8822 1.6151 0.4711
Br 4.3939 1.0330 -0.0169
Br 2.5873 -1.5641 -0.4774
H 0.3108 -2.4277 0.5864
H -1.3182 -2.0268 -0.3316
H -1.2992 -2.0178 1.4332
H -0.4683 0.7282 1.9477
H 2.3947 0.5052 0.6212
H 0.4618 -0.3761 -0.7180
H 0.5141 2.5446 0.6364

Forces on atoms 1 to 2 (eV/Å):
C -3.255 -2.513 -0.681
C -0.177 3.473 3.030



[7]
The following is a quantum chemistry calculation of a 10-piece molecular cluster, C18H61N5O9 overall in a non-equilibrium geometry, from OMol25.

Output
<S²>	0.75
E	-1673.19029	Eh
charge	-1
multiplicity	2

Atoms and positions in Å:
N -0.4063 0.5463 0.2732
H 0.3502 -0.0992 0.4492
H -0.7965 0.8636 1.1492
H -1.1407 0.1724 -0.3107
H 0.0524 1.3300 -0.1690
C -3.9163 -2.4578 -1.9657
C -2.6224 -1.5629 -2.1611
O -2.5090 -0.3589 -1.4617
H -3.5639 -3.4728 -2.1495
H -4.6980 -2.3155 -2.7118
H -4.3188 -2.3609 -0.9574
H -2.4649 -1.4725 -3.2358
H -1.7613 -2.1241 -1.7982
O -4.4232 1.6635 -0.0884
H -3.8001 1.0288 -0.4420
H -4.2676 2.4605 -0.5952
O 1.3846 1.5077 -1.6418
H 0.8531 1.3678 -2.4254
H 2.2738 1.6318 -1.9738
O -1.6266 1.3259 2.7848
H -2.2664 1.9738 2.4897
H -1.9296 1.0689 3.6557
O -3.8166 -0.9133 1.2594
H -3.8704 0.0423 1.2461
H -3.5718 -1.1523 0.3654
C 0.3948 -0.4879 -4.6559
C -0.3972 0.8511 -4.6684
C -1.6241 0.7580 -5.6245
O -1.0849 0.2391 -6.8564
C -2.1006 0.0567 -7.8249
N -0.6831 1.0976 -3.3018
H -0.0574 -1.3407 -4.1496
H 1.3334 -0.3774 -4.1128
H 0.7415 -0.7735 -5.6490
H 0.2802 1.6003 -5.0781
H -2.1153 1.7177 -5.7852
H -2.3422 0.0595 -5.1950
H -1.6161 -0.1296 -8.7834
H -2.8208 0.8748 -7.8204
H -2.7176 -0.8322 -7.6934
H -1.2467 1.9341 -3.2489
H -1.2539 0.3866 -2.8673
C 1.4417 -2.3266 -1.3091
C 0.9969 -2.5171 0.1192
C 1.5514 -3.8298 0.7628
O 2.9831 -3.8226 0.7392
C 3.5716 -4.9173 1.4046
N 1.4018 -1.3878 0.9883
H 1.1544 -1.3923 -1.7913
H 1.0114 -3.1522 -1.8760
H 2.5215 -2.3216 -1.4577
H -0.0895 -2.5515 0.2008
H 1.2654 -4.7179 0.1994
H 1.1238 -4.0503 1.7409
H 4.6610 -4.8956 1.3783
H 3.3278 -5.8576 0.9102
H 3.1708 -5.0028 2.4146
H 2.3824 -1.2462 0.7922
H 1.3822 -1.7318 1.9377
C 1.9515 4.4766 2.6314
C 1.2338 3.5574 1.6475
C 0.0778 4.4197 0.9680
O -0.5926 3.4556 0.1378
C -1.6265 3.9411 -0.6393
N 2.2131 3.0657 0.6689
H 2.5237 3.8015 3.2678
H 1.2793 4.9948 3.3152
H 2.5587 5.2362 2.1391
H 0.8074 2.6736 2.1220
H 0.4821 5.2346 0.3675
H -0.5411 4.8193 1.7713
H -1.2461 4.6529 -1.3720
H -2.4745 4.3867 -0.1192
H -2.1004 3.2055 -1.2892
H 2.7753 2.3171 1.0477
H 1.6753 2.7445 -0.1234
C 2.6591 0.1099 5.3072
C 1.4634 0.1041 4.3235
C 0.7762 -1.3136 4.3436
O 1.7013 -2.2771 3.8963
C 1.9784 -3.3436 4.7858
N 0.6028 1.1865 4.7185
H 2.3072 -0.0761 6.3219
H 3.2296 1.0371 5.2534
H 3.3763 -0.6713 5.0555
H 1.9129 0.1510 3.3316
H -0.0790 -1.4549 3.6827
H 0.3468 -1.4843 5.3309
H 1.1025 -3.9919 4.8124
H 2.2777 -3.0764 5.7993
H 2.7850 -3.9149 4.3262
H -0.0870 1.2950 3.9888
H 0.9588 2.1309 4.7579

Forces on atoms 1 to 2 (eV/Å):
N 0.227 1.323 0.124
H 0.527 -1.147 0.493



[8]
The following is a quantum chemistry calculation of C4H4N2O2 as an isolated structure in a non-equilibrium geometry, from OMol25.

Output
ΔE to the lowest compared entry with this formula, charge and spin	9.748	eV

Atoms and positions in Å:
C 0.0549 -1.0923 -0.1933
C 0.6348 0.1863 -0.1496
C 1.5485 1.2405 -0.3482
C -0.4599 1.1228 -0.1534
H -1.6661 -2.3673 1.6804
H 0.4341 -2.0141 -0.2196
H 2.1555 1.3370 0.5144
H 1.9512 1.2298 -1.4605
N -1.1897 -0.7104 0.0510
N -1.6187 0.5652 0.0104
O -2.2292 -1.7537 0.4324
O 0.3845 2.2563 -0.1641

Forces on atoms 1 to 2 (eV/Å):
C 0.812 6.416 0.948
C -3.422 -2.304 -1.132